No. 1
Below is one molecule with the formula C6H7NO in a non-equilibrium geometry, with properties calculated with wB97M-V/def2-TZVPD.

Its spin multiplicity is 1. Its SMILES is c1occ2c1CNC2.

Geometry (Å):
C -1.028709 -1.236086 0.229994
C -1.075808 1.248377 -0.064175
C 0.388596 0.723362 0.216676
C 1.720543 1.128371 0.103254
C 1.701351 -1.092094 -0.152163
C 0.436761 -0.664157 0.111475
H -1.266639 -2.108663 -0.395413
H -1.366589 -1.537115 1.276330
H -2.276752 -0.152547 -0.973076
H -1.042105 1.779447 -1.019367
H -1.497921 1.959171 0.703004
H 2.339442 2.011143 0.364308
H 2.273930 -2.005857 -0.334903
N -1.785811 -0.019244 -0.045551
O 2.479705 -0.034105 -0.020399

Forces on atoms 1 to 2 (eV/Å):
1.3 0.6 1.4
2.1 -0.2 1.8

***

No. 2
Below is a 2-piece molecular cluster, C27H27N2O2 overall in a non-equilibrium geometry, with properties calculated with wB97M-V/def2-TZVPD.

Its spin multiplicity is 1. Its charge is +1.

Geometry (Å):
C 4.099329 3.602208 5.303758
C 2.917029 3.177220 4.495185
C 2.240404 1.988548 4.807203
C 1.174989 1.561852 4.046433
C 0.699145 2.315467 2.919861
C -0.336854 1.731128 2.146902
C -0.980659 2.186726 0.963317
C -2.190187 1.523845 0.581736
C -2.933495 1.935297 -0.504223
C -2.528421 3.051892 -1.250849
C -1.324278 3.694908 -0.931098
C -0.517378 3.224964 0.099659
C 1.313017 3.591711 2.709874
C 2.442878 3.954092 3.427171
H 4.571821 4.482065 4.861830
H 3.813455 3.846691 6.333751
H 4.838751 2.796307 5.366052
H 2.580319 1.398729 5.662466
H 0.662879 0.627543 4.295023
H -0.752757 0.809719 2.565880
H -2.514312 0.666959 1.172610
H -3.834280 1.393331 -0.790741
H -3.144716 3.401941 -2.076097
H -1.016427 4.569613 -1.508398
H 0.481966 3.635446 0.248242
H 0.872452 4.291524 1.996524
H 2.984987 4.870290 3.181469
O -2.226588 -0.978582 -1.294824
C -2.022912 -2.083491 -1.785732
C -2.743599 -2.791902 -2.869224
C -2.167210 -4.044781 -3.040385
C -2.622944 -4.943909 -3.987414
C -3.693413 -4.529817 -4.791429
C -4.264889 -3.248009 -4.637264
C -3.790260 -2.355353 -3.665439
C -1.024380 -4.185144 -2.112637
O -0.245784 -5.112474 -1.950225
N -0.991252 -2.955203 -1.422107
C -0.044215 -2.702774 -0.335226
C 1.271565 -2.192095 -0.903377
C 2.359485 -1.882869 0.139556
C 3.072362 -0.634475 -0.411784
C 2.056216 0.034239 -1.370366
N 1.074017 -0.969057 -1.589155
H -2.141826 -5.920995 -4.068002
H -4.084466 -5.211115 -5.550714
H -5.089764 -2.943101 -5.286167
H -4.193648 -1.350868 -3.519025
H -0.472180 -1.937175 0.322001
H 0.116886 -3.634715 0.212658
H 1.660958 -2.977701 -1.588029
H 1.854168 -1.643263 1.083761
H 3.020407 -2.740232 0.295193
H 3.379786 0.045160 0.386099
H 3.946732 -0.950344 -0.991354
H 1.588299 0.925923 -0.907694
H 2.526264 0.381922 -2.307474
H 0.272529 -0.797818 -2.177765

Forces on atoms 1 to 2 (eV/Å):
0.2 0.2 -0.1
-0.2 -0.3 -0.1

***

No. 3
Below is C21H37FeN6O5PS2 as an isolated structure in a non-equilibrium geometry, with properties calculated with wB97M-V/def2-TZVPD.

Its spin multiplicity is 2. Its charge is +1.

Geometry (Å):
Fe -0.936869 0.894565 -0.643780
O 3.271803 1.460047 2.866487
C 2.174751 1.256837 3.614649
C 2.345287 1.225304 4.999844
C 1.267603 1.027246 5.833889
C -0.016831 0.858694 5.312969
C -0.191180 0.878476 3.948280
C 0.889660 1.072983 3.075840
C 0.643313 1.046589 1.628539
O -0.556333 0.810958 1.214338
N 1.630757 1.224586 0.804243
N 1.210186 1.131025 -0.515450
C 2.194033 1.174284 -1.339906
S 3.839428 1.300103 -0.769909
C 4.578791 1.439714 -2.420063
C 3.739453 0.631364 -3.387550
S 2.009604 1.063261 -3.079464
H 3.001804 1.461333 1.925953
H 3.344170 1.366749 5.389798
H 1.421477 0.996140 6.904687
H -0.861504 0.712054 5.971335
H -1.175111 0.729274 3.522454
H 5.593447 1.049894 -2.354153
H 4.614646 2.490712 -2.701722
H 3.865179 -0.438852 -3.229916
H 3.962990 0.873395 -4.425178
N -0.962694 1.629505 -2.542503
N -2.296430 1.636138 -2.989127
C -3.257513 1.460161 -1.980278
O -4.411704 1.719967 -2.170837
O -2.747266 0.921209 -0.885292
H -0.637126 2.571217 -2.320250
H -0.358052 1.210125 -3.238653
H -2.536142 2.281757 -3.726981
N -1.141265 5.107487 0.346136
C -1.239321 3.772960 0.491661
N -1.771280 3.299749 1.621183
O -0.825120 3.024789 -0.432569
H -1.527185 5.748170 1.015507
H -0.813804 5.469436 -0.530742
H -2.044303 3.905679 2.373727
H -1.719024 2.303961 1.784751
C 2.015231 -2.159791 -0.733893
C 0.706462 -2.408440 0.016036
C 0.908551 -2.127261 1.506216
P -0.712958 -1.484841 -0.713875
C -2.239972 -2.172661 0.083321
C -2.756261 -1.307569 1.238509
C -2.099633 -3.627112 0.544017
C -0.747084 -2.055754 -2.474869
C -2.009634 -1.603040 -3.204241
C -0.581959 -3.567641 -2.651351
H 2.798120 -2.788014 -0.305834
H 2.330628 -1.126544 -0.623181
H 1.943994 -2.392356 -1.797647
H 0.413722 -3.452831 -0.109233
H 1.314055 -1.132854 1.661703
H 1.626970 -2.842031 1.911024
H -0.009455 -2.213655 2.085492
H -2.982535 -2.122196 -0.718564
H -2.036730 -1.258160 2.056478
H -3.678614 -1.746761 1.623128
H -2.983908 -0.298133 0.918403
H -1.462562 -3.710315 1.424090
H -1.705028 -4.288005 -0.225763
H -3.087401 -3.998816 0.819757
H 0.114859 -1.547272 -2.922423
H -2.846515 -2.264579 -2.975827
H -1.848254 -1.645845 -4.282775
H -2.308754 -0.597262 -2.954704
H -1.458928 -4.099517 -2.283929
H 0.300846 -3.969126 -2.156172
H -0.489561 -3.790682 -3.715816

Forces on atoms 1 to 2 (eV/Å):
2.5 1.1 -0.7
-0.1 0.0 0.0

***

No. 4
Below is a 8-piece molecular cluster, C32H56N8 overall in a non-equilibrium geometry, with properties calculated with wB97M-V/def2-TZVPD.

Its spin multiplicity is 1. Its SMILES is CCCC#N.CCCC#N.CCCC#N.CCCC#N.CCCC#N.CCCC#N.CCCC#N.CCCC#N.

Geometry (Å):
C -7.793662 -10.078157 31.988805
C -9.357265 -10.141954 31.808914
C -9.986993 -8.670096 31.922057
C -9.470141 -7.600907 31.077761
N -9.058490 -6.755848 30.360928
H -7.552081 -9.837801 33.024156
H -7.352653 -9.341671 31.317093
H -7.289151 -11.029634 31.820695
H -9.820793 -10.859312 32.486138
H -9.576293 -10.475795 30.794671
H -9.946921 -8.284395 32.940746
H -11.015624 -8.769877 31.575570
C -10.530949 -13.363233 26.528994
C -10.499078 -13.568685 28.034866
C -9.424793 -12.667731 28.667073
C -9.350684 -12.942598 30.071301
N -9.299956 -13.219241 31.205062
H -10.846897 -12.326121 26.416423
H -11.363216 -13.903186 26.077439
H -9.610226 -13.559994 25.979762
H -10.056263 -14.556025 28.165911
H -11.420420 -13.538021 28.616488
H -9.789085 -11.666645 28.436369
H -8.463480 -12.819287 28.176149
C -16.501311 -5.987527 34.168048
C -17.267975 -6.579437 32.951741
C -17.089315 -8.111628 32.746468
C -15.741876 -8.470610 32.297515
N -14.708637 -8.745351 31.911482
H -15.507524 -6.424026 34.267789
H -16.999176 -6.197087 35.114781
H -16.471358 -4.899521 34.109236
H -17.012609 -6.029889 32.045710
H -18.326175 -6.360257 33.094195
H -17.726353 -8.567240 31.988383
H -17.318060 -8.558440 33.714018
C -15.659039 -12.928455 29.233785
C -16.362738 -13.798536 28.139320
C -16.185055 -13.298302 26.653908
C -14.786634 -13.190588 26.280679
N -13.675233 -13.064665 25.944719
H -15.933770 -13.325059 30.211189
H -16.013283 -11.903805 29.121012
H -14.584394 -13.005094 29.068327
H -17.438827 -13.836247 28.308695
H -16.091393 -14.850538 28.227435
H -16.513979 -12.273678 26.480509
H -16.788126 -13.857494 25.938571
C -8.552706 -8.521591 27.006878
C -7.820019 -9.404229 27.989698
C -6.613688 -8.676602 28.611594
C -5.554011 -8.352073 27.639762
N -4.690685 -8.074778 26.940570
H -9.020705 -7.625102 27.413559
H -9.265665 -9.222418 26.572560
H -7.877977 -8.102237 26.260567
H -7.492951 -10.283538 27.434778
H -8.492400 -9.706603 28.792542
H -6.160336 -9.409386 29.279133
H -6.871447 -7.887274 29.317731
C -11.587718 -12.256301 34.213988
C -12.597597 -11.786668 33.137095
C -13.363274 -12.863335 32.308487
C -13.991555 -13.864027 33.181789
N -14.538106 -14.696257 33.800420
H -10.905686 -13.038240 33.880053
H -12.184824 -12.753927 34.978137
H -11.028781 -11.403318 34.598846
H -11.998732 -11.238391 32.409874
H -13.240234 -11.029965 33.587113
H -12.679145 -13.344203 31.609323
H -14.143137 -12.346961 31.748774
C -12.467154 -7.621273 27.878705
C -13.777305 -8.100933 28.486944
C -13.998127 -9.662306 28.362299
C -12.940883 -10.406328 29.083438
N -12.115604 -10.995301 29.666508
H -12.557465 -6.579882 27.569766
H -12.280283 -8.179780 26.961510
H -11.596244 -7.792186 28.511489
H -14.547075 -7.567883 27.928900
H -13.893637 -7.785631 29.523836
H -14.105699 -10.037919 27.344732
H -14.962384 -9.928410 28.795314
C -13.097026 -9.692768 24.376631
C -14.355564 -9.991470 23.526262
C -15.528477 -9.008805 23.809873
C -16.076247 -9.233368 25.169792
N -16.493660 -9.396267 26.222816
H -12.238601 -10.156302 23.890472
H -13.210661 -10.036897 25.404615
H -12.831671 -8.635561 24.374487
H -14.705292 -11.017801 23.637814
H -14.077374 -9.873980 22.478931
H -16.273878 -9.113626 23.021516
H -15.173689 -7.978185 23.804149

Forces on atoms 1 to 2 (eV/Å):
-1.0 -0.4 0.3
1.6 1.8 -0.8

***

Values for ΔE to the lowest compared entry with this formula, charge and spin, kJ/mol, ordered as above
187.8 48.1 0.0 100.7
Values for E, eV, ordered as above
-9870.7113 -35506.2132 -106899.7171 -46010.8821